1.
Entry from the Open Molecules 2025 dataset: a structure of composition C8H10MnN6S5 (wB97M-V/def2-TZVPD).

Last column: Löwdin spin population.
Atoms and positions in Å:
C -0.1439 -0.5031 4.2970  0.08
H 1.2702 -3.5608 -3.9597  0.00
N 1.5236 -2.7621 -3.3962  0.01
C -0.5930 1.8370 -0.5922  0.00
S 1.0933 2.1043 -0.6107  -0.01
S 1.2130 -0.6446 1.8845  -0.12
C 0.9340 0.2662 4.8376  0.00
H -0.3483 -4.0856 -2.3262  0.00
N -0.6623 -2.9998 -0.5838  -0.01
H -2.3034 2.7921 -1.1231  0.00
S -1.4235 0.5033 0.1327  -0.03
H 0.9403 4.4591 -0.2048  0.00
C 0.8585 3.8513 -1.1030  0.00
H 2.2866 -2.1884 -3.7226  0.00
H 1.6417 4.1270 -1.8031  0.00
H -1.0156 4.8640 -1.5418  0.00
N 1.8275 0.8936 5.1992  0.05
N -2.2284 -1.0212 5.7214  0.05
S 1.4529 -1.1159 -1.3354  0.01
H -0.5033 3.7278 -2.8046  0.00
C -1.2852 -0.7965 5.1030  0.01
H -0.4533 -3.7818 0.0396  0.00
C 0.9337 -2.4653 -2.2566  0.01
N -1.2920 2.8260 -1.0863  0.00
C -0.5304 3.9099 -1.7301  0.00
N -0.0767 -3.2413 -1.8400  0.00
H -1.6759 -2.9728 -0.6996  0.00
C -0.0810 -0.9348 3.0101  -0.04
Mn -0.0841 -1.2541 0.3597  0.79
S -1.2751 -1.8337 2.1349  0.20

Computed properties:
⟨S²⟩: 0.8980
frontier orbital gap (alpha / beta): 6.282 / 6.108 eV
highest occupied orbital energy (alpha / beta): -15.31 / -15.33 eV
charge: +2
multiplicity: 2



2.
Entry from the Open Molecules 2025 dataset: a structure of composition C7H17NO in a non-equilibrium geometry (wB97M-V/def2-TZVPD).

Last column: Löwdin charge in e.
Atoms and positions in Å:
C -2.3553 0.7058 -1.5438  -0.03
C 2.3079 0.0378 0.4384  -0.57
C 2.0130 0.8374 -0.6624  -0.08
H -2.5747 0.1673 -2.4696  0.08
H -2.3757 0.9708 1.2163  0.10
C -1.7996 0.1021 0.9282  -0.08
H 2.9773 1.2202 2.0874  0.09
H -2.1425 -2.0677 0.5867  0.10
H 0.3939 -1.2418 -0.0004  0.09
H 2.0693 -0.2317 2.5548  0.08
O 3.4078 -0.8181 0.3910  -0.02
H -1.7050 1.5500 -1.7842  0.08
H -3.2930 1.0984 -1.1499  0.08
N -0.4181 -0.7524 -0.9731  0.02
H 1.1969 -1.1959 0.5896  0.07
H 1.2172 1.1798 1.8978  0.07
H 1.6341 1.8366 -0.4975  0.05
H 2.5295 0.6637 -1.6012  0.05
H -0.9380 -0.0977 1.5500  0.08
H 0.3226 -0.0104 -1.1625  0.07
H 3.7337 -0.8333 -0.5155  0.09
H -0.5092 -1.3792 -1.7656  0.12
C -1.6886 -0.2052 -0.5373  -0.55
H -3.6027 -1.0343 0.2412  0.10
C 2.1267 0.5835 1.8340  -0.06
C -2.5276 -1.0856 0.3475  -0.07

Computed properties:
frontier orbital gap: 8.051 eV
highest occupied orbital energy: -7.14 eV
relative energy (zero: lowest compared OMol25 entry of this formula, charge and spin): 511.3 kJ/mol
charge: 0



3.
Entry from the Open Molecules 2025 dataset: a structure of composition C24H41Cl12FO4 in a non-equilibrium geometry (wB97M-V/def2-TZVPD).

Last column: Löwdin charge in e.
Atoms and positions in Å:
O 3.8402 2.7007 5.4691  0.06
C -1.8183 7.1623 -3.5509  -0.46
C 0.2063 -5.5431 3.4664  -0.02
H 2.6452 0.1987 7.1574  0.07
C 3.4624 4.6947 -3.4461  -1.14
C -0.9002 -6.3475 3.6974  -0.11
H 6.0435 1.7157 6.2196  0.08
O 4.2389 -3.1972 -0.8642  0.04
H -2.8620 5.8211 -2.2944  0.06
H 7.0488 -1.7072 -0.8319  0.08
H 0.6451 -4.5847 6.6708  0.11
H 1.6887 1.4923 6.3778  0.08
H 2.1787 6.4111 2.6236  0.03
Cl 4.3566 3.8265 -2.2549  0.54
Cl 1.7702 8.6857 2.2165  0.51
H -1.9735 -1.0575 -0.1420  0.08
H 5.3221 1.1823 7.6921  0.08
Cl -5.1125 -1.8257 -4.4903  0.48
Cl -5.9869 0.6671 -5.7230  0.47
H 2.9935 5.6114 -3.0885  0.03
H 1.1497 -2.5670 -8.3210  0.02
C -2.3039 6.7438 -2.1355  -0.02
H -0.4208 -1.5567 0.4006  0.07
H -0.8312 -6.5634 7.0700  0.10
H 0.2071 2.0621 0.5210  0.09
Cl 0.3868 -0.7554 -7.2689  0.53
H 0.5237 -5.4227 2.4411  0.12
C 0.3565 0.9829 0.4856  -0.02
F 1.8239 -4.0211 4.4456  0.01
C -1.2889 -6.7877 4.9122  -0.10
H 0.1871 0.5767 1.4828  0.08
H -2.9138 7.5113 -1.6589  0.08
H 5.8256 -0.6048 -0.2237  0.09
Cl -0.2339 -3.6088 -6.6061  0.50
C -0.6886 -6.2167 6.0571  -0.06
C -2.2793 6.2725 -4.6684  -0.04
H -2.1220 -7.4392 5.1310  0.10
H -1.5178 6.5166 -1.4154  0.08
C 3.8957 1.7232 6.1687  -0.48
C -5.1855 -6.7385 -1.3617  -1.07
C 6.0372 -1.6541 -0.4294  -0.03
H -1.6974 6.5868 -5.5349  0.08
H 6.0150 -2.1638 0.5338  0.08
H -3.7481 -0.0885 -5.4031  0.03
H 6.0167 -1.7448 -3.1571  0.07
C -0.9253 -1.0805 -0.4401  -0.02
H -1.4929 -6.6919 2.8629  0.11
H -0.8139 -1.6426 -1.3673  0.08
H 4.5527 -2.8925 -3.3569  0.08
C -0.3175 0.2999 -0.6572  -0.52
H -2.2809 5.2281 -4.3563  0.09
Cl -7.0888 -0.6101 0.4008  0.50
C -8.6168 -0.4373 -0.3872  -1.01
Cl 4.3303 5.2233 -4.8314  0.55
C 5.0456 -2.0924 -2.8046  -0.02
Cl -3.6834 -7.6317 -1.6232  0.49
C 1.6729 7.2134 3.1607  -1.11
C 0.2826 -5.1882 5.8518  -0.01
C 5.2148 1.1242 6.6089  -0.03
Cl -6.2631 -7.6139 -0.3082  0.52
H 1.4178 0.7958 0.3226  0.09
Cl 0.0381 6.7379 3.4256  0.53
H -0.5515 -2.2308 -8.6109  0.02
C 0.1951 -2.3772 -7.8303  -1.07
H 5.2897 0.0670 6.3545  0.08
C -4.6687 -0.1434 -4.8220  -1.01
C 0.7773 -4.9396 4.5569  -0.24
H -4.9887 -5.7291 -1.0003  0.03
H 4.3848 -1.2441 -2.9835  0.08
H 2.5603 1.7567 7.8657  0.08
O -0.8415 7.8843 -3.7005  0.05
Cl -9.1645 -2.1410 -0.5146  0.45
H 2.2677 7.2736 4.0721  0.04
H -5.5966 -6.5870 -2.3597  0.02
C 5.0381 -2.3686 -1.2943  -0.47
O -0.4808 0.7901 -1.7265  0.07
H 2.6034 4.0936 -3.7444  0.03
H -9.3130 0.1041 0.2533  0.03
C 2.6169 1.2571 6.8986  -0.03
H -3.2656 6.5441 -5.0446  0.08
H -4.5270 0.3491 -3.8600  0.02
H -8.3881 -0.0499 -1.3801  0.03

Computed properties:
frontier orbital gap: 9.558 eV
highest occupied orbital energy: -9.51 eV
relative energy (zero: lowest compared OMol25 entry of this formula, charge and spin): 167.3 kJ/mol
charge: 0



4.
Entry from the Open Molecules 2025 dataset: a structure of composition C18H20IrN7O7S in a non-equilibrium geometry (wB97M-V/def2-TZVPD).

Last column: Löwdin charge in e.
Atoms and positions in Å:
O 2.7540 -0.3143 3.1550  0.07
H -3.0054 -3.5257 1.1044  0.10
H -1.2614 1.6652 -2.0432  0.12
N -0.4336 1.9609 -1.5450  0.07
H 5.8817 -1.6068 2.5481  0.10
N -0.5644 3.1999 -0.9637  -0.09
C -4.2200 -1.3228 2.2279  -0.04
C -1.0569 4.6221 -2.9874  0.00
C 5.4856 -0.6534 2.8957  -0.01
Ir 0.5848 0.0696 0.1931  1.31
H -1.0367 5.6865 -3.2052  0.09
C -2.2014 -0.9310 0.9079  -0.05
C -3.5303 -2.9044 0.3778  -0.02
H -4.3018 0.4715 0.0699  0.09
N 4.6370 -0.0539 1.8666  -0.04
C -3.5865 -1.4427 0.8377  -0.57
C -0.8354 4.4276 -1.5358  -0.33
C -0.0072 -2.0508 -1.4262  -0.28
S 0.0147 2.1980 1.5259  0.69
C 4.4638 0.8360 -0.3431  0.02
C 3.2467 -0.0095 2.0929  -0.49
O -0.3170 -0.7612 -1.3914  -0.22
H 0.4026 1.8950 -2.1124  0.10
O -1.4960 -3.0436 -3.0376  0.10
N -0.5973 4.6762 0.5376  0.03
H -0.2832 4.1215 -3.5690  0.09
H -0.5575 5.1761 1.4074  0.15
H -3.0374 -3.0026 -0.5898  0.08
H -5.3869 -0.9009 -0.2011  0.09
H 4.9105 1.1492 -1.2722  0.11
O 2.3525 -4.4805 -0.6336  0.13
N 2.5310 0.4259 1.0077  -0.01
O 2.1326 0.9593 -1.0449  -0.13
H -3.6467 -1.8764 2.9712  0.09
H -4.5539 -3.2703 0.2824  0.10
O -0.1858 -5.5056 -1.9388  0.15
C 5.1880 0.3754 0.7005  -0.04
C -0.3918 3.3664 0.3822  -0.72
H 6.3046 0.0213 3.1408  0.09
H -2.0233 4.2187 -3.2932  0.09
C 0.9397 -2.5149 -0.5621  -0.26
H -5.2262 -1.7414 2.1840  0.09
H 4.8726 -0.8165 3.7745  0.09
C -4.3417 -0.5877 -0.1889  -0.03
H -3.9247 -0.7337 -1.1860  0.09
H 6.2679 0.3117 0.6592  0.13
H -4.2874 -0.2829 2.5484  0.09
C 3.0527 0.7662 -0.1641  -0.49
C 0.1473 -4.3724 -1.7549  -0.23
C -0.5981 -3.1017 -2.2284  -0.29
N -0.8701 5.3491 -0.6303  0.13
C 1.3369 -3.8867 -0.8880  -0.26
O 1.3865 -1.7117 0.3774  -0.14
N -1.1276 -0.5434 0.9605  0.03

Computed properties:
frontier orbital gap: 7.534 eV
highest occupied orbital energy: -7.51 eV
relative energy (zero: lowest compared OMol25 entry of this formula, charge and spin): 254.7 kJ/mol
charge: 0



5.
Entry from the Open Molecules 2025 dataset: a structure of composition CH2NO4S in a non-equilibrium geometry (wB97M-V/def2-TZVPD).

Last column: Löwdin spin population.
Atoms and positions in Å:
H 0.2464 1.3845 -0.4752  0.02
H -1.3840 0.5645 -0.2351  0.01
O 1.4448 0.6656 1.8593  0.23
S 0.2454 -0.1615 1.6096  0.25
C -0.3075 0.5183 -0.1504  0.42
O -0.9383 0.2940 2.3874  0.28
O 1.2383 -0.7392 -1.9451  0.19
O -0.6912 -1.6893 -1.6077  0.19
N 0.1460 -0.8368 -1.4429  0.41

Computed properties:
⟨S²⟩: 2.0203
frontier orbital gap (alpha / beta): 4.704 / 5.950 eV
highest occupied orbital energy (alpha / beta): -0.99 / -4.58 eV
relative energy (zero: lowest compared OMol25 entry of this formula, charge and spin): 294.8 kJ/mol
charge: -1
multiplicity: 3



6.
Entry from the Open Molecules 2025 dataset: an isolated molecule of C4H13N3 in a non-equilibrium geometry (wB97M-V/def2-TZVPD).

Last column: Löwdin charge in e.
Atoms and positions in Å:
C 0.6029 0.3932 -0.2488  -0.65
C 0.5905 1.4944 -1.7529  -0.03
H 0.2979 1.9857 1.2738  0.09
H 1.0285 0.9570 -2.6012  0.04
H -2.0053 -1.9598 0.2090  0.08
H 1.2600 2.3133 -1.4720  0.03
C -0.6555 -0.2602 -0.6757  -0.12
H -0.3534 1.9470 -2.0682  0.03
H -0.5898 -0.8149 -1.6077  0.10
N 1.7924 -0.3392 -0.3037  0.08
C -1.0813 -1.4802 0.5500  -0.22
H -2.0793 -0.2793 1.8673  0.07
N -1.2583 -0.8814 1.8748  -0.05
H -1.4416 -1.5976 2.5766  0.06
H 1.6604 -1.3430 -0.3745  0.08
H 2.6069 0.1479 0.0415  0.09
H 0.9242 0.5350 1.7602  0.08
H -1.5248 0.3906 -0.6178  0.10
H -0.3068 -2.2493 0.5973  0.08
N 0.5324 1.0407 0.9720  0.05

Computed properties:
frontier orbital gap: 8.437 eV
highest occupied orbital energy: -7.33 eV
relative energy (zero: lowest compared OMol25 entry of this formula, charge and spin): 258.0 kJ/mol
charge: 0



7.
Entry from the Open Molecules 2025 dataset: a structure of composition C30H47MoN5S in a non-equilibrium geometry (wB97M-V/def2-TZVPD).

Last column: Löwdin spin population.
Atoms and positions in Å:
C 2.3229 4.7477 1.3974  0.00
H 4.1280 3.9185 2.3337  0.00
C -0.6348 4.3758 1.4440  0.00
C -2.7937 -0.0154 0.9176  0.04
H -3.3408 0.9287 0.7618  0.00
H -4.3583 0.0887 -1.2879  0.00
C 0.0688 -0.1374 -5.6190  0.00
H -5.4905 -0.2601 1.0794  0.00
H 1.5757 -4.0238 2.3341  0.00
H 0.3418 3.8704 -1.8527  0.00
H -0.2740 5.0595 2.2241  0.00
C -3.9267 -0.9081 -1.1433  0.00
C -0.3491 3.7644 -1.0139  0.00
H -0.5340 -6.4702 0.6132  0.00
C 3.8941 1.1341 2.2561  0.00
H -4.4751 -3.7449 -0.2452  0.00
H -0.0102 -3.5038 2.9850  0.00
N -1.2086 -1.2986 4.5289  0.02
C 2.1348 3.1117 -0.1262  0.00
H 0.9305 -2.4876 1.7828  0.04
H 0.8414 1.5169 -3.6860  0.00
H -4.6351 -1.6460 -1.5412  0.00
C 3.3545 3.8916 1.5917  0.00
H -0.6661 -5.9733 2.3282  0.00
C -2.4975 -4.5544 0.3621  -0.01
Mo -0.1870 -1.2354 0.7755  1.39
C -3.6670 -1.1243 0.3444  0.00
H -1.1558 -2.6552 -1.8847  0.00
C -0.6298 -0.7268 3.6720  0.02
H 4.5763 1.7854 2.8146  0.00
H -2.6467 -0.1421 1.9931  0.00
H -1.3320 4.1116 -1.3529  0.00
H -4.7407 -1.4348 2.1754  0.00
C 5.2020 1.5265 0.1165  0.00
H 0.8520 1.1460 -1.2262  0.00
H -1.7912 0.0869 0.4056  0.02
H 2.8804 0.8386 -1.0249  0.00
H -5.6221 -1.9992 0.7238  0.00
H 0.6167 6.2530 -1.1687  0.00
C -4.9670 -1.2196 1.1262  0.00
S 0.2217 0.2412 2.5454  0.08
H 0.8846 -3.1882 -0.6382  0.03
C 0.6238 -3.5377 2.0883  0.07
H 2.0403 5.6433 1.9202  0.00
H 1.7018 -4.6910 -0.2108  0.00
H 1.1131 0.0538 -5.8912  0.00
C 3.8276 1.5223 0.7841  0.00
H -2.9966 -0.9370 -1.7253  0.00
H 0.1858 -4.7519 -1.1164  0.00
C 2.9814 0.5319 0.0188  0.02
C -3.4705 -3.6256 0.1540  0.00
C -1.6801 -2.5508 0.9383  -0.01
H 3.4103 -0.4778 0.0693  0.01
C -0.0447 -4.3819 1.0072  0.01
H -0.5112 0.7373 -5.9306  0.00
H 5.6341 0.5173 0.1681  0.00
H 5.0855 1.7654 -0.9506  0.00
N 1.5493 4.2110 0.3811  0.00
H -2.5198 -5.6174 0.1902  0.00
H 5.9073 2.2169 0.5960  0.00
H 0.4386 6.7299 0.5586  0.00
C 0.3905 0.4043 -1.8797  0.03
N -1.4242 -3.8925 0.8777  0.00
C -0.0966 -5.8484 1.4009  0.01
C -0.0699 -0.3627 -4.1450  0.02
H -0.4407 2.7045 -0.7770  0.00
C 0.1369 4.5988 0.1518  0.00
C -0.7191 -1.7272 -2.2524  0.03
H 1.9862 0.4446 0.4731  0.01
H -0.2824 -1.0016 -6.1843  0.00
H 0.9279 -6.1900 1.5804  0.00
H -0.9928 6.3228 -0.4157  0.00
C -0.1882 -0.7713 -1.3629  0.04
C 0.7135 -4.2272 -0.3085  0.05
H 2.8952 1.1827 2.7180  0.00
C 0.0636 6.0676 -0.2361  0.00
N 3.1673 2.8442 0.6892  0.00
N -2.9726 -2.4114 0.5325  0.00
H -0.5260 3.3565 1.8286  0.00
C 0.4158 0.6060 -3.2698  0.00
C -0.6565 -1.5187 -3.6431  0.00
H 4.2510 0.1018 2.3765  0.00
H -1.0492 -2.2665 -4.3256  0.00
H -1.6980 4.5779 1.3000  0.00

Computed properties:
⟨S²⟩: 2.0332
frontier orbital gap (alpha / beta): 2.152 / 2.071 eV
highest occupied orbital energy (alpha / beta): 2.21 / 2.28 eV
charge: -2
multiplicity: 3



8.
Entry from the Open Molecules 2025 dataset: an isolated molecule of C4H13N3 in a non-equilibrium geometry (wB97M-V/def2-TZVPD).

Last column: Löwdin charge in e.
Atoms and positions in Å:
H 1.4325 1.2260 0.7258  0.11
C -1.1726 1.0175 -0.0294  -0.25
H -3.3662 -1.2831 0.8242  0.05
N 2.2043 -1.5605 0.2362  -0.01
H -3.2874 0.8692 -0.1055  0.10
H 2.8878 -2.1303 -0.2473  0.06
C -2.4442 0.1958 -0.2699  -0.25
H 2.3600 -0.5429 -1.4999  0.11
H 2.5500 -1.4858 1.1898  0.06
C 2.3757 -0.2448 -0.4408  -0.28
N -2.4662 -0.8215 0.8145  -0.02
H -0.0778 -0.7121 0.0134  0.09
H 3.3158 0.2561 -0.1928  0.10
H -1.0887 1.5293 0.9275  0.11
H -2.2816 -0.4785 1.7413  0.06
N -0.0326 0.1850 -0.4598  -0.08
C 1.2544 0.7700 -0.2831  -0.29
H -2.3371 -0.2657 -1.2496  0.11
H -1.2038 1.8243 -0.7735  0.11
H 1.3777 1.6522 -0.9211  0.11

Computed properties:
frontier orbital gap: 9.581 eV
highest occupied orbital energy: -8.42 eV
relative energy (zero: lowest compared OMol25 entry of this formula, charge and spin): 99.4 kJ/mol
charge: 0